ORCA calculation (ωB97M-V with the def2-TZVPD basis set) on a molecular structure, C6H10N2O3S in a non-equilibrium geometry.

Last column: Mulliken charge in e.
Element x y z (Å)
S1 1.72 -1.52 -0.88  1.182
O1 2.59 -0.36 -0.21  -0.491
O2 2.55 -2.67 -1.02  -0.648
O3 1.06 -1.01 -2.04  -0.591
N1 0.37 0.98 0.44  -0.566
N2 -1.71 1.59 0.08  -0.026
C1 -0.45 -2.90 -0.04  -1.475
C2 -0.05 3.43 0.46  -1.141
C3 -0.44 2.01 0.32  0.229
C4 -1.70 0.22 0.03  -0.575
C5 -0.40 -0.11 0.26  0.314
C6 0.48 -1.81 0.39  0.091
H1 -0.91 4.04 0.73  0.351
H2 0.91 -1.86 1.38  0.450
H3 -1.25 -3.07 0.68  0.370
H4 -2.57 -0.37 -0.15  0.447
H5 0.38 3.80 -0.47  0.258
H6 -0.88 -2.63 -1.01  0.365
H7 0.71 3.52 1.24  0.313
H8 1.97 0.37 0.03  0.552
H9 0.12 -3.82 -0.17  0.411
H10 -2.51 2.18 -0.06  0.179

Its charge is 0. The calculation puts the frontier orbital gap at 9.715 eV. The HOMO energy is -9.2404 eV. The calculation puts the total energy at -968.0244 a.u.



ORCA calculation (ωB97M-V with the def2-TZVPD basis set) on 2 unconnected molecules or ions with the total composition C3H3ClS in a non-equilibrium geometry.

Last column: Mulliken charge in e.
Element x y z (Å)
Cl1 -3.39 -0.93 0.17  -0.011
S1 -0.28 -0.19 0.23  0.064
C1 -3.16 0.68 -0.24  -0.028
C2 -0.66 0.98 -0.70  -0.113
C3 1.58 -0.14 0.14  -0.955
H1 1.88 -0.45 1.07  0.333
H2 1.98 -0.74 -0.62  0.333
H3 2.04 0.79 -0.04  0.377

Its charge is 0. The calculation puts the frontier orbital gap (spin up / spin down) at 7.336 / 7.098 eV. The HOMO energy (spin up / spin down) is -7.8966 / -8.0788 eV. The calculation puts the total energy at -974.1651 a.u.



ORCA calculation (ωB97M-V with the def2-TZVPD basis set) on 7 unconnected molecules or ions with the total composition C46H36F48NO10PS in a non-equilibrium geometry.

Last column: Mulliken charge in e.
Element x y z (Å)
S1 -5.74 -2.05 0.11  -0.501
P1 -3.89 -1.66 0.50  1.191
F1 0.95 2.48 -6.18  -0.209
F2 5.19 3.73 -0.82  -0.357
F3 8.59 -3.59 11.07  -0.211
F4 1.29 -0.13 -6.96  -0.225
F5 3.42 1.58 -7.42  -0.286
F6 -7.91 -0.70 -4.09  -0.295
F7 6.89 1.13 6.10  -0.124
F8 6.14 3.58 4.78  -0.307
F9 7.27 2.25 -1.62  -0.263
F10 5.23 -1.95 -0.79  -0.237
F11 2.54 1.71 7.27  -0.306
F12 9.81 -0.81 12.84  -0.300
F13 -14.88 0.64 -8.20  -0.273
F14 -5.83 -6.27 -6.13  -0.275
F15 -14.68 3.31 -8.16  -0.270
F16 7.83 3.71 -0.11  -0.329
F17 8.59 -3.29 13.24  -0.255
F18 -13.55 -0.05 -3.69  -0.251
F19 4.34 0.63 6.76  -0.242
F20 0.04 -1.16 -5.51  -0.243
F21 -11.83 0.64 -5.65  -0.288
F22 -7.48 -5.42 -4.20  -0.280
F23 -11.76 -1.49 -5.30  -0.268
F24 4.36 3.30 -6.48  -0.317
F25 1.34 0.76 -4.14  -0.284
F26 4.93 1.72 -0.01  0.045
F27 6.26 -2.33 10.38  -0.245
F28 7.66 -0.72 7.59  -0.288
F29 -5.46 -5.78 -3.48  -0.319
F30 5.84 -0.11 -1.77  -0.147
F31 8.24 1.90 4.59  -0.285
F32 4.69 2.02 9.04  -0.248
F33 -9.00 -1.60 -6.52  -0.292
F34 5.86 -2.63 8.27  -0.272
F35 -6.55 -1.76 -5.40  -0.296
F36 -14.77 0.31 -5.46  -0.225
F37 -13.55 2.55 -6.47  -0.215
F38 7.76 -0.97 12.17  -0.289
F39 5.74 3.14 7.48  -0.198
F40 6.13 2.43 2.93  -0.250
F41 -13.62 1.41 -9.80  -0.324
F42 1.93 3.81 -7.59  -0.279
F43 7.61 -1.90 0.67  -0.310
F44 -6.25 -4.18 -6.52  -0.210
F45 8.52 -2.46 8.56  -0.284
F46 -8.80 -3.64 -5.79  -0.234
F47 6.17 -0.36 1.17  -0.218
F48 2.21 -1.18 -3.74  -0.286
O1 -3.28 -2.77 1.46  -0.432
O2 3.32 0.19 -5.03  -0.360
O3 8.03 0.14 0.00  -0.434
O4 -7.36 -2.75 -3.55  -0.353
O5 -0.63 2.98 3.27  -0.592
O6 9.45 -0.93 10.68  -0.412
O7 -1.00 -1.41 1.68  -0.553
O8 3.74 2.46 5.60  -0.427
O9 -12.77 -0.79 -7.11  -0.361
O10 -3.02 -1.66 -0.87  -0.519
N1 1.14 -3.36 0.45  -0.751
C1 -4.74 0.79 1.40  -0.346
C2 7.16 2.54 -0.30  0.949
C3 5.70 2.82 0.06  0.514
C4 -1.13 -0.24 1.34  0.498
C5 1.04 2.71 0.77  -1.272
C6 -6.22 -4.93 -4.23  0.863
C7 8.54 -0.40 9.71  -0.787
C8 3.81 1.87 6.85  0.758
C9 -12.57 0.18 -8.14  -0.720
C10 7.94 1.48 0.50  -0.435
C11 0.75 -1.26 -0.74  -0.011
C12 -3.41 2.54 2.22  -0.706
C13 2.05 3.22 -6.37  0.120
C14 6.29 -1.18 -1.09  0.134
C15 -5.65 -5.02 -5.65  0.098
C16 7.01 1.37 4.79  -0.020
C17 -13.59 2.59 -7.82  0.106
C18 -13.83 -0.49 -4.94  0.190
C19 9.01 -1.39 11.91  0.805
C20 0.85 0.17 -0.21  -0.049
C21 -0.92 2.30 2.28  -0.213
C22 -2.31 1.79 2.01  0.438
C23 1.80 1.01 -0.69  -0.724
C24 -2.43 0.53 1.52  0.173
C25 1.32 -0.91 -5.87  0.121
C26 7.77 -1.36 8.78  0.880
C27 -6.19 -3.57 -3.51  -0.606
C28 -13.68 1.20 -8.45  0.870
C29 -7.64 -1.92 -4.61  0.744
C30 -8.88 -2.36 -5.40  0.384
C31 5.94 2.34 4.29  0.774
C32 4.46 1.96 4.48  -0.791
C33 -3.65 0.00 1.20  -0.104
C34 0.09 1.88 1.25  0.934
C35 3.34 2.40 -6.35  0.822
C36 3.66 1.58 -5.08  -0.543
C37 2.05 -0.24 -4.70  0.798
C38 6.34 -1.74 9.17  0.326
C39 -12.55 -0.50 -5.78  0.737
C40 9.17 -2.91 12.08  0.201
C41 1.49 -2.17 0.21  -0.007
C42 4.53 2.73 7.90  0.214
C43 1.87 2.26 -0.19  -0.871
C44 -0.02 0.60 0.76  0.659
C45 -4.63 2.03 1.90  -0.993
C46 7.02 -0.78 0.20  0.825
H1 4.75 1.57 -5.03  0.398
H2 -4.58 -4.80 -5.64  0.267
H3 7.66 1.48 1.55  0.008
H4 1.81 -1.85 -6.13  0.252
H5 -0.29 -1.55 -0.85  0.006
H6 9.20 0.15 9.04  0.385
H7 -2.92 -0.74 -1.16  0.352
H8 6.96 0.42 4.25  0.329
H9 8.97 1.82 0.48  0.440
H10 3.33 2.10 -4.18  0.244
H11 -14.24 -1.50 -4.88  0.234
H12 -6.10 -3.82 -2.45  0.271
H13 -2.79 -3.43 0.93  0.374
H14 -5.71 0.40 1.12  0.374
H15 1.79 -3.74 1.15  0.296
H16 6.97 -1.73 -1.74  0.200
H17 3.94 2.41 3.63  0.376
H18 2.48 0.65 -1.45  0.763
H19 -12.70 3.12 -8.18  0.282
H20 -12.49 -0.43 -9.04  0.415
H21 2.08 4.01 -5.62  0.286
H22 1.11 3.72 1.15  0.539
H23 5.69 -0.86 9.16  0.074
H24 10.23 -3.17 12.10  0.228
H25 3.93 3.62 8.12  0.216
H26 5.60 3.24 1.06  -0.178
H27 1.19 -1.29 -1.74  0.051
H28 -11.59 0.66 -8.04  0.340
H29 7.88 0.34 10.15  0.415
H30 2.36 -1.70 0.71  0.453
H31 -3.35 3.54 2.62  0.488
H32 -5.50 2.65 2.07  0.415
H33 2.62 2.95 -0.57  0.574
H34 4.31 0.88 4.37  0.439
H35 -5.30 -3.00 -3.76  0.345
H36 -9.77 -2.24 -4.79  0.180

Its charge is 0. The calculation puts the frontier orbital gap at 7.906 eV. The HOMO energy is -8.9330 eV. The calculation puts the total energy at -8114.8273 a.u.



ORCA calculation (ωB97M-V with the def2-TZVPD basis set) on a molecular structure, C47H44FN2O6SiZr.

Last column: Mulliken charge in e.
Element x y z (Å)
Zr1 -1.66 0.13 -0.36  2.004
Si1 -4.78 1.78 -0.43  0.627
F1 4.26 0.31 3.42  -0.405
O1 -2.15 -1.17 1.21  -0.796
O2 -0.12 -2.77 -2.95  -0.701
O3 0.40 -0.45 0.42  -0.892
O4 -0.94 -0.94 -1.96  -0.800
O5 -3.49 0.78 -0.56  -0.856
O6 -4.09 -2.18 1.68  -0.628
N1 3.65 -1.91 -1.57  0.484
N2 -3.31 -2.60 4.73  -0.080
C1 5.10 -1.20 0.25  1.167
C2 2.79 2.81 -3.44  -0.434
C3 0.67 -3.99 2.11  -1.265
C4 6.33 -1.59 -0.52  -1.414
C5 -5.43 2.12 -2.16  -0.959
C6 -3.20 -1.41 1.96  -0.097
C7 -0.72 -4.24 2.63  1.205
C8 4.82 -2.46 -2.30  0.503
C9 2.84 -0.30 1.66  -0.834
C10 2.41 -2.04 -2.07  -0.488
C11 0.65 4.98 -3.88  -0.315
C12 4.11 2.40 -3.49  -0.997
C13 6.03 -1.59 -2.01  -0.644
C14 -1.39 5.78 -4.89  -0.508
C15 2.70 2.22 -1.12  -0.855
C16 3.82 -1.34 -0.31  -1.044
C17 -0.51 -2.14 4.01  -1.369
C18 -6.10 0.93 0.60  -1.122
C19 -2.72 -5.59 2.68  -0.790
C20 4.58 -2.58 -3.79  -1.978
C21 -0.80 2.04 -0.25  -1.424
C22 -3.23 0.76 3.15  0.217
C23 -2.09 4.85 -4.13  -0.437
C24 4.75 1.91 -2.35  -0.389
C25 5.22 -0.65 1.51  -0.656
C26 2.70 -0.87 0.38  1.291
C27 -3.63 -0.39 5.61  -0.335
C28 -3.46 1.57 4.25  -1.165
C29 -3.69 0.98 5.48  -0.686
C30 -1.31 -3.32 3.51  0.993
C31 4.09 -0.22 2.20  0.182
C32 -3.24 -0.63 3.25  1.350
C33 -2.64 -3.52 3.90  0.178
C34 1.28 -1.58 -1.47  -0.364
C35 -0.03 4.03 -3.11  0.147
C36 -3.40 -1.22 4.51  -0.408
C37 -0.01 5.83 -4.75  -0.699
C38 -0.02 -1.84 -2.18  -0.107
C39 -3.33 -4.66 3.50  -0.794
C40 -4.24 3.39 0.35  -0.856
C41 1.37 -0.93 -0.21  2.138
C42 -0.12 2.58 -1.15  1.580
C43 4.02 1.82 -1.17  -0.615
C44 -1.42 -5.36 2.23  -1.143
C45 -1.43 4.00 -3.26  -0.146
C46 0.64 3.14 -2.17  -1.018
C47 2.03 2.75 -2.25  0.516
H1 5.01 -3.46 -1.88  0.159
H2 2.32 3.16 -4.35  0.704
H3 -5.56 1.19 -2.71  0.305
H4 -4.36 -4.79 3.79  0.387
H5 4.65 2.47 -4.43  0.348
H6 0.56 6.56 -5.32  0.342
H7 -4.72 2.75 -2.71  0.082
H8 1.73 5.08 -3.78  0.619
H9 -4.04 -2.99 5.30  0.322
H10 -5.05 4.13 0.32  0.485
H11 0.93 -4.72 1.36  0.411
H12 3.83 -3.32 -4.05  0.532
H13 2.31 -2.54 -3.02  0.505
H14 -0.96 -6.06 1.54  0.356
H15 -6.39 2.64 -2.13  0.339
H16 6.19 -0.52 1.97  0.450
H17 0.73 -2.99 1.67  0.076
H18 5.52 -2.89 -4.26  0.450
H19 6.88 -1.96 -2.58  0.427
H20 -3.46 2.65 4.14  0.450
H21 -1.91 6.44 -5.57  0.375
H22 -7.07 1.41 0.46  0.435
H23 -3.06 1.21 2.18  0.004
H24 0.51 -2.45 4.22  0.609
H25 -2.00 3.28 -2.68  0.006
H26 1.41 -4.03 2.91  0.374
H27 -0.48 -1.34 3.26  -0.095
H28 -3.26 -6.47 2.36  0.366
H29 -5.85 0.97 1.66  0.248
H30 4.49 1.46 -0.26  0.568
H31 5.81 -0.57 -2.35  -0.048
H32 4.29 -1.62 -4.21  0.370
H33 -3.95 3.25 1.40  0.103
H34 -0.94 -1.73 4.92  0.476
H35 -3.74 -0.86 6.59  0.428
H36 1.96 0.07 2.17  0.699
H37 -3.38 3.79 -0.18  0.273
H38 -3.87 1.59 6.35  0.381
H39 7.14 -0.90 -0.29  0.472
H40 2.15 2.15 -0.19  0.513
H41 -3.17 4.79 -4.21  0.336
H42 6.67 -2.59 -0.22  0.390
H43 5.80 1.64 -2.38  0.613
H44 -6.18 -0.12 0.31  0.285

Its charge is -1. The calculation puts the frontier orbital gap at 4.652 eV. The HOMO energy is -2.9710 eV. The calculation puts the total energy at -2815.1255 a.u.



ORCA calculation (ωB97M-V with the def2-TZVPD basis set) on a molecular structure, C54H47BrCl4CoN5O7P2S in a non-equilibrium geometry.

Last column: Mulliken spin population.
Element x y z (Å)
Br1 1.65 -3.44 4.88  0.000
Co1 0.51 0.67 -0.56  2.755
Cl1 2.50 5.18 -0.32  0.001
Cl2 7.07 2.32 -0.53  0.000
Cl3 5.42 -0.24 -1.24  0.000
Cl4 5.61 5.02 -0.02  0.000
S1 -0.75 -0.11 -2.71  0.044
P1 -1.47 -2.34 0.10  0.003
P2 1.42 -3.26 -0.22  0.002
O1 1.27 2.52 -0.96  0.054
O2 -0.87 -1.00 0.14  -0.037
O3 0.17 2.35 2.44  0.000
O4 -2.71 6.96 -2.75  0.000
O5 1.11 0.63 1.36  0.051
O6 2.50 0.30 -1.44  -0.009
O7 1.63 -1.82 -0.28  0.031
N1 -0.42 0.26 -5.26  0.005
N2 1.52 0.35 -3.89  0.007
N3 -1.36 1.77 -0.35  0.047
N4 -2.67 6.88 -0.51  0.000
N5 -2.27 4.96 -1.84  0.000
C1 -1.84 -3.56 -2.42  0.001
C2 -2.54 6.30 -1.74  0.000
C3 2.55 2.55 -0.85  0.022
C4 -0.26 -3.70 0.44  0.000
C5 -2.27 3.91 -0.92  0.003
C6 2.54 0.66 -4.86  0.001
C7 -3.11 3.87 0.20  -0.002
C8 4.36 -3.76 2.47  0.000
C9 0.69 1.24 2.38  -0.004
C10 1.57 -5.91 -3.37  0.000
C11 4.70 3.60 -0.42  0.001
C12 3.24 1.30 -1.10  -0.021
C13 3.51 -3.28 1.49  0.000
C14 -1.46 2.80 -1.17  -0.009
C15 -4.24 -2.55 3.74  0.000
C16 -2.11 1.76 0.75  -0.003
C17 1.99 -5.08 -4.39  0.000
C18 0.06 -0.32 -6.50  0.000
C19 1.20 -0.88 3.67  0.000
C20 -3.61 -2.90 -3.92  0.001
C21 4.22 -5.06 2.91  0.000
C22 3.24 -5.88 2.38  0.000
C23 -0.59 5.47 2.22  -0.001
C24 -2.16 6.54 0.76  0.000
C25 -4.70 -3.10 2.56  0.000
C26 -2.64 -2.52 1.48  0.003
C27 -3.90 -3.10 1.43  0.000
C28 5.36 2.40 -0.64  0.006
C29 1.41 -5.41 -2.09  -0.001
C30 -4.11 -2.05 -2.95  -0.002
C31 -2.96 -1.99 3.80  0.000
C32 4.62 1.27 -0.99  0.003
C33 -1.00 5.80 0.94  0.000
C34 1.00 -0.94 6.08  0.000
C35 0.23 0.18 -4.05  0.008
C36 0.85 0.46 3.69  0.006
C37 0.57 1.10 4.89  0.000
C38 3.32 3.68 -0.55  0.009
C39 -2.86 7.00 1.87  0.000
C40 -3.47 -1.93 -1.73  0.003
C41 -2.43 6.68 3.14  0.000
C42 0.66 0.40 6.09  0.000
C43 2.07 -3.23 -2.87  0.001
C44 -0.87 5.49 4.71  0.000
C45 2.39 -5.40 1.40  0.000
C46 1.26 -1.56 4.87  0.000
C47 -2.17 -1.98 2.68  0.002
C48 -3.01 2.77 1.03  -0.001
C49 1.64 -4.06 -1.84  0.000
C50 -1.30 5.90 3.34  0.000
C51 -2.34 -2.69 -1.46  -0.002
C52 2.25 -3.74 -4.14  0.000
C53 2.52 -4.10 0.96  0.000
C54 -2.48 -3.66 -3.64  -0.001
H1 1.62 -6.04 1.00  0.000
H2 -0.71 -0.17 -7.26  0.000
H3 2.59 -3.09 -4.94  0.000
H4 -4.99 -1.46 -3.15  0.000
H5 -5.69 -3.54 2.53  0.000
H6 -3.85 -1.26 -0.98  0.000
H7 2.11 -5.47 -5.39  0.000
H8 0.25 -1.39 -6.39  0.000
H9 0.29 2.14 4.86  0.000
H10 -1.40 0.06 -5.10  -0.001
H11 -2.01 0.91 1.39  0.002
H12 2.76 -0.21 -5.48  0.000
H13 -3.82 4.66 0.39  0.000
H14 1.09 -6.06 -1.29  0.000
H15 -1.93 4.71 -2.76  0.000
H16 1.42 -1.35 2.72  0.000
H17 3.58 -2.26 1.12  -0.001
H18 -1.35 4.55 4.97  0.000
H19 -4.09 -2.96 -4.88  0.000
H20 3.44 0.93 -4.31  0.000
H21 -4.26 -3.52 0.50  0.000
H22 2.25 -2.19 -2.63  0.001
H23 -4.87 -2.54 4.62  0.000
H24 4.87 -5.44 3.69  0.000
H25 5.11 -3.11 2.90  0.000
H26 0.29 4.86 2.35  0.000
H27 2.25 1.49 -5.50  0.000
H28 -1.16 6.23 5.46  0.000
H29 -3.00 7.04 3.99  0.000
H30 -0.14 -3.70 1.53  0.000
H31 0.20 5.34 4.75  0.000
H32 1.37 -6.96 -3.57  0.000
H33 0.96 0.17 -6.85  0.000
H34 -0.41 5.47 0.10  0.000
H35 -2.60 -1.56 4.72  0.000
H36 -0.85 2.78 -2.06  0.005
H37 -0.96 -4.15 -2.23  0.000
H38 0.46 0.90 7.03  0.000
H39 -1.18 -1.54 2.69  -0.002
H40 -3.05 7.82 -0.59  0.000
H41 3.14 -6.90 2.73  0.000
H42 -3.63 2.70 1.92  0.000
H43 -0.64 -4.67 0.13  0.000
H44 -3.75 7.60 1.73  0.000
H45 -2.10 -4.34 -4.39  0.000
H46 1.07 -1.49 7.01  0.000
H47 1.85 0.31 -2.89  0.016

Its spin multiplicity is 4. Its charge is -1. The expectation value of S² is 3.757. The calculation puts the frontier orbital gap (spin up / spin down) at 5.487 / 5.506 eV. The HOMO energy (spin up / spin down) is -3.5724 / -3.5914 eV. The calculation puts the total energy at -9765.2110 a.u.



ORCA calculation (ωB97M-V with the def2-TZVPD basis set) on a molecular structure, C5H7NO.

Last column: Mulliken charge in e.
Element x y z (Å)
O1 1.57 -0.78 -1.04  -0.535
N1 -0.54 0.54 1.28  -0.639
C1 -1.24 -0.48 -0.53  -0.734
C2 -0.95 0.94 -0.09  -0.117
C3 0.47 1.04 0.30  -0.268
C4 -0.28 -0.83 0.62  -0.196
C5 1.09 -0.33 0.19  0.006
H1 0.99 1.99 0.44  0.410
H2 -0.97 -0.79 -1.54  0.250
H3 2.24 -0.14 -1.29  0.327
H4 -1.55 1.83 -0.23  0.397
H5 -0.38 -1.76 1.19  0.464
H6 -2.27 -0.76 -0.29  0.286
H7 1.82 -0.47 1.00  0.349

Its charge is 0. The calculation puts the frontier orbital gap at 10.507 eV. The HOMO energy is -9.6666 eV. The calculation puts the total energy at -324.6162 a.u.



ORCA calculation (ωB97M-V with the def2-TZVPD basis set) on 2 unconnected molecules or ions with the total composition C2H8O5 in a non-equilibrium geometry.

Last column: Mulliken charge in e.
Element x y z (Å)
O1 2.85 -1.07 0.18  -0.432
O2 -1.75 0.90 1.04  -0.529
O3 2.25 0.23 -0.14  0.008
O4 1.66 0.40 1.13  -0.402
O5 -0.73 -1.15 0.46  -0.534
C1 -1.57 -0.09 0.05  0.198
C2 -1.07 0.51 -1.26  -0.942
H1 2.12 -1.65 -0.16  0.389
H2 -0.90 -0.27 -1.99  0.291
H3 -2.55 -0.55 -0.07  0.317
H4 -1.80 1.22 -1.65  0.327
H5 0.06 -0.78 0.89  0.314
H6 2.53 -0.20 1.55  0.429
H7 -0.95 1.45 1.08  0.341
H8 -0.14 1.06 -1.11  0.226

Its charge is 0. The calculation puts the frontier orbital gap at 10.816 eV. The HOMO energy is -10.3711 eV. The calculation puts the total energy at -456.9744 a.u.



Q: What is the charge in the third record?
A: 0